No. 1
{"formula": "C15H25AlBeBr5ClF4NO10P", "method": "the ωB97M-V functional and the def2-TZVPD basis", "species": ["C", "O", "C", "P", "O", "C", "C", "O", "O", "N", "C", "C", "O", "C", "C", "O", "H", "H", "H", "H", "H", "H", "H", "H", "H", "H", "H", "H", "H", "H", "H", "C", "C", "O", "C", "O", "C", "F", "F", "F", "H", "H", "H", "H", "H", "H", "Be", "C", "Br", "Br", "Br", "H", "Cl", "C", "C", "O", "O", "H", "H", "H", "Al", "F", "Br", "Br"], "positions_angstrom": [[3.17359, -1.31614, 2.53740], [1.89698, -0.69695, 2.43197], [1.43128, -0.83580, 1.09880], [0.47863, 0.64288, 0.65592], [-0.05379, 0.55443, -0.83226], [-0.89375, 0.75056, 1.86694], [-2.08728, -0.14449, 1.61687], [-2.78520, -0.45669, 2.54746], [-2.41588, -0.67440, 0.43526], [1.29731, 2.09895, 0.76180], [2.13096, 2.26435, 1.97298], [1.48962, 3.06441, 3.07294], [3.23865, 1.84737, 2.05939], [2.07387, 2.46665, -0.47807], [3.12384, 1.58217, -1.06233], [1.82242, 3.53165, -0.93957], [3.09015, -2.39504, 2.42361], [3.88598, -0.90836, 1.82248], [3.56541, -1.11720, 3.52934], [0.74850, -1.69364, 1.06097], [2.18932, -1.04772, 0.28694], [-0.71188, 1.27293, -0.91808], [-1.17847, 1.78777, 2.03977], [-0.45528, 0.40274, 2.80556], [-2.58977, -0.02566, -0.26914], [2.16272, 3.18978, 3.90717], [0.52015, 2.65924, 3.34903], [1.27968, 4.04328, 2.63742], [3.88882, 2.25123, -1.44826], [2.75620, 1.02540, -1.91867], [3.60673, 0.92752, -0.34645], [-1.62478, -3.04422, 4.20368], [-1.80712, -2.85259, 2.70608], [-1.45342, -3.94316, 1.91849], [-2.38817, -5.06051, 1.72587], [-3.55890, -4.68286, 1.33537], [-2.43819, -5.99106, 2.97412], [-1.21389, -6.12433, 3.54804], [-2.81653, -7.22491, 2.61254], [-3.27624, -5.58629, 3.94246], [-0.71184, -3.59942, 4.41312], [-1.57558, -2.07193, 4.70912], [-2.46106, -3.58572, 4.63953], [-1.11112, -2.07045, 2.38872], [-2.88123, -2.46577, 2.50158], [-1.80730, -5.68040, 1.00303], [-4.23450, -0.85931, 2.60365], [1.75952, 1.47738, -5.73558], [0.92385, 0.63708, -4.22952], [2.89076, 2.93292, -5.24923], [2.67658, 0.18909, -6.79324], [0.95678, 1.89800, -6.36773], [1.62971, -1.46825, -1.62195], [-0.26407, 5.33136, -6.81599], [-0.27446, 3.78026, -6.87195], [-1.16039, 3.20194, -6.23336], [0.65399, 3.30244, -7.57346], [-1.08126, 5.68886, -6.19606], [0.68202, 5.67323, -6.39865], [-0.37241, 5.73564, -7.82079], [-3.48365, 1.57775, -1.37175], [3.36625, 1.63398, -8.45989], [-5.08897, 0.83145, 0.89703], [-5.19205, -2.68582, 2.92508]], "lumo_ha": -0.2011, "homo_ev": -6.7}


No. 2
{"formula": "C2H6N4S", "method": "the ωB97M-V functional and the def2-TZVPD basis", "species": ["C", "N", "N", "C", "S", "N", "N", "H", "H", "H", "H", "H", "H"], "positions_angstrom": [[2.44882, 0.08924, 0.35679], [1.79284, -0.75917, -0.39057], [0.38091, -0.49090, -0.34739], [-0.37259, 0.69412, -0.04289], [0.03878, 2.29763, -0.20833], [-1.65715, 0.55055, 0.15144], [-2.26095, -0.78330, 0.08310], [3.58092, 0.19280, 0.27952], [2.14793, 0.83692, 1.11899], [0.03032, -1.35985, -0.84241], [-2.52525, 1.18275, 0.01418], [-1.80255, -1.07051, -1.02656], [-1.80204, -1.38027, 0.85413]], "smiles": "C=NNC(=S)NN", "lumo_ha": 0.0153, "homo_ev": -8.4, "relative_energy_kj_mol": 452.47}


No. 3
{"formula": "C25H19Co2O7S", "method": "the ωB97M-V functional and the def2-TZVPD basis", "species": ["C", "S", "C", "C", "C", "C", "C", "C", "C", "C", "C", "O", "H", "H", "H", "H", "H", "H", "H", "H", "H", "H", "H", "H", "O", "C", "Co", "C", "O", "C", "O", "C", "C", "C", "C", "C", "C", "C", "C", "C", "Co", "C", "O", "C", "O", "C", "O", "H", "H", "H", "H", "H", "H", "H"], "positions_angstrom": [[-4.06622, 4.15139, 1.11749], [-2.99797, 2.69073, 1.25635], [-3.72363, 1.69072, -0.06215], [-1.53219, 3.20515, 0.48014], [-0.39967, 3.54124, 1.26445], [0.85387, 3.92519, 0.51051], [0.83884, 4.49567, -0.78541], [2.04486, 4.87244, -1.40924], [3.27165, 4.69687, -0.73923], [3.28181, 4.14766, 0.55454], [2.08096, 3.77092, 1.16750], [-0.42534, 3.54774, 2.51686], [-5.07784, 3.83803, 1.39350], [-3.68249, 4.90574, 1.80942], [-4.00432, 4.48048, 0.07874], [-4.72714, 1.41464, 0.27452], [-3.74467, 2.32527, -0.95010], [-3.08964, 0.80764, -0.19534], [-1.57185, 3.19645, -0.61078], [-0.12684, 4.64442, -1.28824], [2.02267, 5.30195, -2.41945], [4.21265, 4.98885, -1.21760], [4.21761, 4.00107, 1.10075], [2.07750, 3.34983, 2.17593], [-2.39379, -4.15606, 0.65692], [-1.93596, -3.27448, 0.06872], [-1.02049, -2.02972, -0.76042], [-2.02460, -1.41069, -2.08377], [-2.63921, -1.01201, -2.97833], [-0.76831, -0.74149, 0.37540], [-0.52360, 0.12288, 1.13118], [0.84042, -2.64742, -0.49047], [0.96466, -3.46205, 0.75957], [0.92353, -2.77727, 1.98115], [0.70483, -3.49346, 3.14781], [0.61120, -4.89192, 3.12086], [0.64407, -5.56335, 1.89194], [0.87796, -4.86488, 0.70875], [0.55883, -3.20948, -1.80424], [0.14131, -4.36549, -2.42311], [1.68678, -1.75912, -1.91230], [2.34487, -0.43523, -0.89216], [2.66757, 0.33228, -0.09375], [1.02014, -0.73931, -3.27922], [0.47663, -0.14439, -4.11058], [3.18830, -2.52274, -2.59560], [4.09840, -3.15540, -2.96152], [1.01099, -1.68514, 1.98804], [0.60733, -2.94130, 4.08020], [0.49976, -5.44854, 4.06020], [0.50151, -6.64405, 1.85931], [0.94676, -5.41609, -0.23293], [0.52166, -4.47648, -3.44914], [-0.26416, -5.17770, -1.78567]], "total_charge": -1, "lumo_ha": 0.0766, "homo_ev": -3.6, "relative_energy_kj_mol": 0.00}


No. 4
{"formula": "C3H6N2O", "method": "the ωB97M-V functional and the def2-TZVPD basis", "species": ["C", "C", "N", "C", "N", "H", "H", "H", "H", "O", "H", "H"], "positions_angstrom": [[-0.34519, -1.18888, 1.68077], [-0.95393, -0.00511, 1.54141], [-0.02105, 0.93309, 1.03713], [1.09294, 0.14780, 0.67096], [0.84688, -1.08488, 1.05686], [-0.46354, -2.29025, 2.23368], [-1.86025, 0.39672, 1.86469], [-0.27849, 1.77249, 0.57616], [1.77471, 0.42842, -0.11007], [0.33797, 0.34335, -3.82741], [0.54295, 0.15183, -2.98079], [-0.67301, 0.39542, -3.74339]], "smiles": "c1c[nH]cn1.O", "lumo_ha": 0.0188, "homo_ev": -9.2, "relative_energy_kj_mol": 214.22}


No. 5
{"formula": "C4H4O", "method": "the ωB97M-V functional and the def2-TZVPD basis", "species": ["O", "C", "C", "C", "C", "H", "H", "H", "H"], "positions_angstrom": [[-1.37519, 1.03099, 0.80336], [-0.57342, 0.72215, -0.04181], [-0.35567, -1.12460, -0.35416], [0.76598, -0.52905, 0.20112], [1.22538, 0.60249, 0.45783], [-0.42810, 1.06971, -1.06619], [-0.31869, -1.48045, -1.38144], [-1.10588, -1.55587, 0.29791], [1.95497, 1.27078, 0.87931]], "lumo_ha": 0.0342, "homo_ev": -8.7, "relative_energy_kj_mol": 385.50}